[1]
16
Properties=species:S:1:pos:R:3:forces:R:3:mulliken_charge:R:1 method="wB97M-V/def2-TZVPD" total_charge=0 orbital_gap_ev=10.436 de_lowest_kj_mol=120.9 smiles=CCC#CCC energy_ha=-234.5565
C 2.8256 0.1324 0.4702 0.1 0.0 0.1 -1.10
C 1.9010 -0.6486 -0.4683 0.0 0.0 -0.1 -0.53
C 0.4980 -0.5700 -0.0485 -0.5 0.1 0.1 0.11
C -0.6492 -0.4327 0.2973 0.5 0.0 -0.2 0.12
C -2.0635 -0.1573 0.5691 0.0 0.0 0.0 -0.51
C -2.6660 0.6786 -0.5663 -0.1 0.1 -0.1 -1.13
H 2.5936 1.2014 0.4358 0.0 -0.2 0.0 0.29
H 2.6982 -0.2057 1.5031 0.0 0.0 -0.1 0.31
H 3.8743 -0.0042 0.1864 -0.2 0.0 0.0 0.34
H 1.9791 -0.2439 -1.4849 0.0 -0.1 0.1 0.26
H 2.2232 -1.6947 -0.5295 -0.1 0.1 0.1 0.30
H -2.1625 0.3709 1.5252 0.1 0.0 -0.1 0.29
H -2.6168 -1.0963 0.6826 0.1 0.1 0.0 0.28
H -2.6455 0.1232 -1.5086 0.0 0.0 0.1 0.30
H -3.7026 0.9520 -0.3518 0.1 0.0 0.0 0.35
H -2.0870 1.5949 -0.7118 -0.1 -0.1 0.0 0.31

---

[2]
131
Properties=species:S:1:pos:R:3:forces:R:3:mulliken_charge:R:1 method="wB97M-V/def2-TZVPD" total_charge=0 orbital_gap_ev=9.194 smiles="CCCCON[C@@H]([C@H](CCCP(=O)(OCC)OCC)OC)[C@@H](C)F.FC(F)C(F)(F)COC(F)(F)C(F)F.FC(F)C(F)(F)COC(F)(F)C(F)F.FC(F)C(F)(F)COC(F)(F)C(F)F.FC(F)C(F)(F)COC(F)(F)C(F)F" energy_ha=-5770.8380
C -1.4242 -2.8589 5.7160 -0.5 0.4 -1.4 -0.60
C -2.0744 -4.3643 5.5712 1.0 -0.1 0.9 -0.15
C -3.4436 -4.6030 6.4416 -0.6 -1.0 -0.9 -0.60
C -4.6911 -3.5870 6.0213 0.8 0.5 2.0 -0.58
O -4.4943 -3.0425 4.6692 2.1 -0.5 2.6 0.29
N -5.6214 -3.0630 3.9370 -2.5 -0.2 -2.9 -0.38
C -5.3123 -3.0383 2.4289 -0.3 0.3 -1.0 -0.41
C -4.7752 -1.5876 1.8893 -0.5 1.0 -0.6 -0.10
C -4.5363 -1.4881 0.2707 0.0 0.9 -0.4 -0.61
C -3.7813 -0.0687 -0.1905 -0.2 -1.2 -0.9 -0.28
C -4.7692 1.2388 -0.1434 1.0 -0.4 -0.4 -0.51
P -3.6218 2.7467 0.3097 0.0 4.1 -2.2 0.80
O -4.1874 4.1197 -0.2631 1.6 -4.7 2.4 -0.73
O -3.1953 2.7959 2.0021 -1.2 0.3 -2.9 -0.33
C -3.9856 3.7893 2.7461 -1.3 1.1 1.5 -0.36
C -5.6226 3.5870 2.5710 0.3 0.9 -0.2 -0.69
O -2.1051 2.4443 -0.5641 -3.1 0.4 1.0 -0.43
C -2.3423 2.5377 -2.0155 0.2 -0.7 -1.8 -0.17
C -1.5468 1.2689 -2.7333 0.6 0.0 -0.1 -0.51
O -3.5573 -1.0854 2.5433 -2.2 0.8 1.0 -0.35
C -3.9096 -0.0385 3.5338 0.7 0.9 1.1 -0.26
C -4.3841 -4.3253 2.0187 -1.1 -1.8 1.9 0.34
C -5.0218 -5.6360 2.8393 -0.4 -0.3 -1.0 -0.84
F -4.4977 -4.7112 0.5621 0.4 1.4 2.9 -0.33
H -0.2851 -2.8719 5.3673 -2.5 0.0 1.1 0.30
H -1.5806 -2.3700 6.7716 0.5 -1.2 -1.9 0.24
H -1.9746 -2.1502 4.9372 1.1 -1.4 1.7 -0.08
H -2.2104 -4.6482 4.4376 0.1 0.7 2.3 0.02
H -1.2485 -5.1161 5.9912 -1.9 1.5 -0.8 0.34
H -3.2401 -4.6073 7.6171 -0.5 0.3 -2.6 0.34
H -3.8217 -5.6990 6.1819 0.9 2.2 0.6 0.26
H -5.7491 -4.0607 6.1823 2.1 0.7 -0.7 0.30
H -4.6159 -2.6765 6.7890 -0.3 -1.7 -1.7 0.24
H -6.2261 -2.2571 4.2087 0.7 -0.4 -0.7 0.31
H -6.3710 -3.2146 1.9065 2.3 0.4 1.1 0.22
H -5.6346 -0.7996 2.1456 1.6 -1.7 -0.6 0.33
H -3.8703 -2.3457 -0.1852 -1.6 1.5 1.2 0.15
H -5.6130 -1.4594 -0.2439 2.4 -0.4 1.0 0.19
H -3.5157 -0.2411 -1.3414 -0.5 0.4 2.5 0.12
H -2.7423 0.0786 0.3484 -2.4 -0.3 -0.9 0.39
H -5.1377 1.4424 -1.2604 0.6 -0.2 2.7 0.40
H -5.6818 1.1285 0.5806 1.9 0.3 -1.4 0.33
H -3.7707 3.6581 3.9039 0.0 -0.1 -2.6 0.31
H -3.6626 4.9063 2.4830 -0.8 -2.6 0.3 0.27
H -5.9602 4.3729 1.7553 0.5 -1.9 1.6 0.29
H -6.1729 3.8256 3.5793 1.2 -0.4 -1.9 0.28
H -5.9117 2.4939 2.2643 0.7 2.2 0.5 0.13
H -3.4891 2.5181 -2.2892 2.3 0.0 0.7 0.30
H -1.9049 3.5304 -2.4796 -0.9 -1.8 1.3 0.25
H -2.0824 0.9041 -3.7336 1.0 0.8 2.3 0.32
H -0.4540 1.6031 -3.0650 -2.4 -0.7 0.8 -0.11
H -1.4095 0.3639 -1.9730 -0.5 2.0 -1.7 0.15
H -4.5523 0.8394 3.0954 1.2 -1.8 0.4 0.07
H -2.9097 0.4660 3.9432 -2.1 -1.3 -1.1 0.26
H -4.4763 -0.4400 4.4771 1.0 0.3 -1.8 0.10
H -3.2733 -4.2385 2.3827 -2.0 0.1 -1.5 0.09
H -4.8407 -6.5998 2.1751 -0.1 2.0 1.4 0.36
H -4.5482 -5.7841 3.8995 -0.9 0.5 -2.1 0.07
H -6.2008 -5.5353 2.9420 2.6 0.0 -0.1 0.26
F 3.4543 3.4136 -5.3917 0.6 -0.2 -0.1 -0.17
C 4.7774 3.4729 -5.1207 0.2 -0.5 -1.0 0.01
F 5.2956 2.2712 -5.4925 0.1 0.1 0.3 -0.28
C 5.0629 3.7516 -3.6505 0.0 0.0 0.9 0.84
F 4.6325 2.7336 -2.8592 0.0 0.1 -0.3 -0.26
F 6.4231 3.7985 -3.4848 -0.4 0.1 -0.5 -0.35
C 4.4969 5.0770 -3.1176 0.4 0.7 0.7 -0.61
O 3.2442 5.0002 -2.4306 -1.0 -0.7 -1.5 -0.36
C 2.0858 4.9996 -3.2679 1.5 1.5 0.5 0.55
F 2.4497 5.3470 -4.5246 -0.8 0.0 0.4 -0.28
F 1.3011 6.0134 -2.8126 0.0 -0.9 -0.1 -0.29
C 1.3078 3.6779 -3.2082 -0.3 -0.8 0.1 0.32
F 2.0857 2.6188 -3.5542 -0.3 0.4 0.4 -0.19
F 0.2619 3.6894 -4.0749 0.3 0.5 0.1 -0.28
H 5.2277 4.2364 -5.7623 0.0 0.1 0.2 0.28
H 5.2008 5.4291 -2.3533 -0.2 -0.3 -0.2 0.32
H 4.4998 5.8693 -3.8758 -0.1 -0.4 0.0 0.35
H 0.9206 3.4969 -2.2028 0.1 0.2 0.1 0.32
F 6.3866 6.0054 0.3135 -0.5 0.2 -0.3 -0.25
C 5.1631 6.5804 0.3079 -0.2 -0.4 -0.8 0.20
F 5.0176 7.1520 -0.9181 -0.1 0.3 0.2 -0.30
C 4.9982 7.6190 1.4101 0.4 0.9 0.5 0.83
F 5.8349 8.6746 1.2271 -0.2 -0.4 -0.2 -0.27
F 3.7302 8.1329 1.3214 0.2 -0.6 -0.1 -0.33
C 5.1697 7.0832 2.8399 -0.5 0.1 1.0 -0.71
O 6.4585 7.2647 3.4342 1.0 -1.1 -1.3 -0.40
C 7.4344 6.2775 3.0932 -1.9 0.0 1.2 0.72
F 6.8161 5.2370 2.4870 0.8 0.1 0.4 -0.25
F 7.9014 5.7962 4.2769 0.2 0.4 -0.7 -0.29
C 8.5989 6.8489 2.2728 0.6 0.4 -0.6 0.20
F 8.1673 7.4370 1.1264 0.2 -0.1 0.7 -0.19
F 9.4616 5.8670 1.9031 -0.4 0.0 0.4 -0.25
H 4.4100 5.7912 0.3928 -0.1 0.1 0.2 0.29
H 4.4964 7.6730 3.4743 0.3 0.1 -0.3 0.43
H 4.8111 6.0523 2.9474 0.2 0.2 -0.3 0.35
H 9.1522 7.5960 2.8467 -0.2 -0.1 0.2 0.24
F 5.4349 -0.7715 -1.3303 -0.4 0.4 0.2 -0.24
C 4.2266 -0.1766 -1.4480 0.4 0.9 0.5 0.80
F 3.9314 0.3299 -0.2203 -0.3 -0.1 -0.1 -0.29
C 3.1408 -1.1404 -1.9091 -0.4 -1.0 0.1 0.82
F 2.9159 -2.1133 -0.9868 0.2 0.4 -0.1 -0.28
F 1.9654 -0.4409 -2.0023 0.5 0.2 -0.1 -0.28
C 3.3883 -1.7926 -3.2782 -0.6 -0.2 -0.9 -0.94
O 3.9630 -3.1028 -3.2612 1.7 0.5 0.8 -0.38
C 5.3862 -3.1455 -3.1361 -1.5 0.8 -1.5 0.76
F 5.8840 -1.9024 -3.3349 0.4 -0.9 0.0 -0.28
F 5.8261 -3.8957 -4.1823 0.0 0.0 0.8 -0.30
C 5.8500 -3.7776 -1.8165 0.2 -0.2 0.9 0.21
F 5.3457 -3.1217 -0.7386 0.1 -0.5 -0.5 -0.20
F 7.2025 -3.7277 -1.7020 -0.2 0.1 -0.4 -0.27
H 4.3232 0.6685 -2.1364 -0.1 -0.2 -0.1 -0.23
H 2.4013 -1.9386 -3.7345 0.1 -0.1 0.3 0.55
H 3.9127 -1.1248 -3.9723 0.0 -0.1 0.4 0.37
H 5.5366 -4.8222 -1.7518 -0.1 0.1 -0.2 0.25
F -1.4096 -6.0388 -1.5596 -0.4 -0.3 0.2 -0.19
C -2.6473 -6.5599 -1.7154 -0.1 -0.1 1.2 0.42
F -2.7069 -7.6476 -0.9003 -0.1 0.0 -0.4 -0.30
C -2.9418 -6.9504 -3.1581 0.4 -0.5 -0.8 0.81
F -2.1296 -7.9571 -3.5759 -0.1 0.3 0.3 -0.28
F -4.2145 -7.4577 -3.2081 0.2 0.4 0.3 -0.33
C -2.8750 -5.7969 -4.1710 -0.6 0.3 -0.9 -0.69
O -1.6489 -5.6602 -4.8956 1.2 0.4 1.5 -0.42
C -0.6139 -4.9442 -4.2181 -2.0 0.4 -0.8 0.83
F -1.1415 -4.3241 -3.1366 0.8 0.1 -0.5 -0.28
F -0.2336 -3.9528 -5.0685 0.3 -0.6 0.3 -0.31
C 0.5962 -5.8251 -3.8782 0.6 -0.7 0.4 0.18
F 0.2443 -6.8924 -3.1143 0.1 0.4 -0.6 -0.20
F 1.5208 -5.1285 -3.1676 -0.4 0.2 -0.3 -0.23
H -3.3771 -5.8332 -1.3458 -0.1 0.0 -0.2 0.03
H -3.6202 -6.0206 -4.9445 0.3 -0.2 0.2 0.41
H -3.2056 -4.8429 -3.7427 0.2 -0.3 0.2 0.32
H 1.0721 -6.2032 -4.7860 -0.2 0.2 -0.1 0.23

---

[3]
61
Properties=species:S:1:pos:R:3:forces:R:3:mulliken_charge:R:1 method="wB97M-V/def2-TZVPD" total_charge=+1 orbital_gap_ev=1.465 energy_ha=-3618.3183
C -4.3214 -1.8065 2.2385 -0.3 0.9 -0.3 -0.78
C -4.5937 -1.6905 0.6431 2.3 0.3 -1.4 0.20
Cl -6.3402 -2.0313 0.0974 3.0 0.6 0.9 -0.15
C -3.5450 -1.3273 -0.3155 -3.0 -0.8 2.7 -0.34
Cl -4.0329 -1.1783 -2.1110 1.2 -0.1 2.6 -0.16
C -2.0412 -1.0741 0.2122 -0.3 -1.4 -1.0 0.43
C -1.0432 -1.1284 -1.0629 0.1 2.9 0.5 -0.74
O -1.0695 -2.4073 -1.7888 4.4 -2.8 1.9 -0.21
C 0.0027 -3.3095 -1.3735 -6.5 -2.1 0.2 1.11
F 0.2921 -3.2825 0.0864 -0.1 0.4 -3.9 -0.23
F 1.2602 -2.9459 -2.0846 -6.3 -16.6 4.2 -0.49
F -0.4159 -4.6556 -1.6789 2.5 5.0 0.7 -0.14
O -1.8322 0.2127 0.8803 2.2 -1.7 1.3 -0.13
C -0.8660 -0.0766 1.9457 -0.9 -1.2 6.0 0.51
N 0.6312 -0.0471 1.7202 -2.5 0.3 -1.5 -0.29
O -1.2260 -0.3872 3.1537 1.4 1.7 -7.2 -0.46
H -3.2082 -1.9329 2.5214 -1.8 0.2 -0.8 0.17
H -4.6494 -0.7733 2.6883 0.5 -2.0 -0.8 0.27
H -4.9163 -2.6503 2.7537 0.8 1.4 -1.2 0.38
H -1.7301 -1.8995 0.9822 -1.0 1.2 -1.6 0.34
H 0.0666 -0.8863 -0.7690 -2.7 -0.4 0.2 -0.30
H -1.3648 -0.2644 -1.8098 0.5 -2.0 1.3 0.47
H 0.7781 0.6386 0.9545 0.3 -0.2 0.5 0.22
H 0.9428 -0.9838 1.3986 -0.4 0.8 0.2 0.25
O 2.8605 -5.1858 -3.0767 0.0 0.1 0.4 -0.38
H 3.6780 -5.2688 -2.5280 -0.3 -0.1 -0.3 0.48
H 2.4171 -4.3110 -2.9368 0.1 -0.7 -0.2 0.35
H 2.2373 -5.9379 -2.9139 0.1 0.0 -0.2 0.48
C 4.6547 -5.5494 -6.4403 -1.9 1.6 -5.1 0.68
O 3.5225 -6.0932 -6.4255 0.1 0.2 0.5 -0.71
O 5.3163 -5.7993 -5.3035 2.3 -0.7 3.8 -0.48
O 5.2235 -4.8538 -7.2979 0.1 -0.6 1.3 -0.66
H 4.5670 -6.3272 -4.9569 0.5 -0.5 0.5 0.26
Li 7.4541 -5.6100 -5.1756 -1.0 0.0 -0.7 0.93
O 2.9819 -1.1061 3.8159 -0.1 -0.1 -0.4 -0.66
H 3.2513 -0.2878 4.2548 0.0 -0.2 0.0 0.32
H 2.3766 -0.8110 3.1220 0.0 0.4 0.4 0.30
C -1.6834 3.8470 2.8591 -0.2 0.2 0.0 -0.61
N -0.6299 4.1309 1.8495 0.7 0.8 -1.6 0.77
O -0.3825 5.3234 1.6035 1.1 -11.6 -4.9 -0.27
O -0.0780 3.1559 1.3325 0.3 -0.5 0.8 -0.54
H -2.0803 4.7919 3.2299 0.1 -0.1 -0.1 0.19
H -2.4647 3.2678 2.3658 0.1 0.0 0.1 0.19
H -1.2196 3.2799 3.6671 0.0 0.0 -0.2 0.26
F 0.6863 3.6533 -2.0197 -1.1 -4.0 -2.4 -0.31
P 1.8366 4.6293 -1.5473 0.0 2.1 0.2 0.93
F 2.7033 4.0794 -2.7635 1.8 -3.5 -1.5 -0.33
F 2.4031 3.4250 -0.6958 0.3 -4.8 0.6 -0.32
F 2.4388 5.2983 -0.2393 1.0 3.1 1.4 -0.32
F 0.4845 5.4018 -1.2364 -1.3 2.8 1.8 -0.31
F 2.3104 5.9229 -2.3376 -0.7 3.5 -0.3 -0.34
O -1.4075 -6.1737 0.7458 0.3 0.2 0.9 -0.76
H -0.8051 -5.6327 0.2594 0.5 0.5 -0.9 0.02
Cs 1.8178 -1.1787 -2.4098 6.5 17.5 -4.2 1.07
Li 1.2771 -3.8554 1.5522 -0.5 -0.8 0.9 0.80
C -2.3650 8.6293 3.6147 0.2 -0.9 -0.5 -0.88
C -1.5432 7.5609 2.9358 1.8 -2.9 -1.7 0.66
N -0.8802 6.6939 2.3886 -4.3 15.0 8.4 -0.57
H -2.4766 9.4895 2.9512 0.1 -0.2 0.0 0.27
H -3.3555 8.2388 3.8610 0.1 0.1 0.0 0.27
H -1.8701 8.9500 4.5337 0.0 -0.1 -0.2 0.26